Entry 1:
An isolated molecule of C4H5NO in a non-equilibrium geometry. Source: OMol25; level of theory: ωB97M-V with the def2-TZVPD basis set.

The geometry in ORCA input format:
```
! wB97M-V def2-TZVPD RIJCOSX def2/J DEFGRID3
* xyz 0 1
O 0.22 -1.05 0.85
N 0.42 1.57 -1.27
C -0.41 -0.51 -0.18
C -1.34 -0.96 -0.99
C 0.91 -0.08 1.62
C 0.16 0.89 -0.27
H 2.01 -0.17 1.62
H -1.64 -0.19 -1.60
H -1.83 -1.86 -1.26
H 0.88 2.41 -1.21
H 0.61 -0.05 2.67
*
```

Values from the calculation:
energy relative to the best compared isomer or geometry (same formula, charge and spin) = 4.954 eV
strongest force on any atom = 0.0599 hartree/bohr
HOMO (alpha / beta) = -8.70 / -8.70 eV
calculated total energy = -7761.5720 eV

=====

Entry 2:
An isolated molecule of C6H7N in a non-equilibrium geometry. Source: OMol25; level of theory: ωB97M-V with the def2-TZVPD basis set.

The geometry in ORCA input format:
```
! wB97M-V def2-TZVPD RIJCOSX def2/J DEFGRID3
* xyz 0 1
N -1.49 -3.23 -1.24
C -0.14 0.15 -0.03
C -1.53 -2.35 -0.48
C 0.27 1.25 -0.67
C -0.34 -0.79 1.08
C 1.65 1.87 -0.56
C -1.60 -1.45 0.55
H 1.43 2.94 -0.72
H -0.18 1.73 -1.52
H 0.49 -1.63 1.30
H -0.44 -0.16 1.90
H -2.53 -1.35 1.13
H 1.99 1.65 0.55
H 2.43 1.37 -1.29
*
```

Values from the calculation:
energy relative to the best compared isomer or geometry (same formula, charge and spin) = 5.633 eV
strongest force on any atom = 0.0737 hartree/bohr
HOMO (alpha / beta) = -8.74 / -8.14 eV
calculated total energy = -7820.0146 eV

=====

Entry 3:
A cluster of 5 separate species, C32H67N6O19P4S3 in total in a non-equilibrium geometry. Source: OMol25; level of theory: ωB97M-V with the def2-TZVPD basis set.

The geometry in ORCA input format:
```
! wB97M-V def2-TZVPD RIJCOSX def2/J DEFGRID3
* xyz -1 1
S 5.59 9.19 3.84
S -0.73 0.21 3.03
S 0.18 -2.17 1.50
P -4.05 -10.27 -3.27
P 1.28 12.48 0.84
P 0.86 -5.73 -2.23
P -7.34 -5.19 -1.12
O 0.40 2.12 -0.46
O 1.79 11.48 -0.09
O -7.41 -6.31 0.02
O -0.62 -5.90 -2.72
O -3.29 -10.82 -4.54
O 1.60 -4.85 -3.34
O -6.52 -5.86 -2.29
O 1.96 1.14 -1.76
O 1.08 -5.16 -0.91
O -0.28 12.57 1.04
O 1.34 -7.22 -2.48
O -6.86 -3.93 -0.58
O 5.95 8.61 6.42
O 1.75 13.94 0.39
O 1.68 12.34 2.36
O -3.92 -11.39 -2.15
O -5.52 -10.39 -3.84
O -8.75 -5.19 -1.82
O -3.66 -8.97 -2.75
N 2.72 0.43 1.01
N 8.16 8.23 6.58
N 7.84 8.52 5.25
N -2.14 -1.00 1.14
N 3.58 0.57 2.15
N -3.77 -0.58 -0.38
C -1.09 12.53 -0.15
C 2.22 -1.71 -0.34
C 1.53 1.67 -0.75
C 1.49 15.06 1.25
C 3.07 12.11 2.65
C 3.33 -0.44 3.18
C -7.71 -7.64 -0.37
C -2.60 -0.19 0.11
C 2.65 -7.54 -1.99
C 6.99 8.30 7.19
C -1.85 -10.79 -4.50
C -0.94 -0.89 1.90
C 3.23 0.13 4.58
C -1.49 -4.75 -2.56
C 1.39 -5.12 -4.73
C -5.09 -5.98 -2.10
C 3.20 -0.58 0.07
C -9.81 -4.50 -1.13
C -4.10 -1.69 0.36
C 3.86 2.42 -0.06
C -4.12 -12.77 -2.48
C 3.21 4.85 -0.14
C 3.54 6.26 0.30
C -3.12 -1.96 1.27
C 3.86 7.85 2.29
C 4.95 7.60 3.29
C -6.54 -9.80 -3.01
C 2.55 1.76 0.39
C 4.06 3.79 0.53
C 3.27 6.54 1.76
C 0.72 -1.57 -0.14
C 6.54 8.74 5.19
H -6.46 -8.72 -3.06
H 3.66 5.73 2.35
H 1.10 -6.15 -4.90
H 4.08 -1.03 0.52
H 3.71 12.54 1.88
H -4.84 -6.05 -1.04
H 3.34 1.20 4.53
H -7.50 -10.13 -3.39
H 2.28 -0.09 5.04
H -1.50 -9.86 -4.93
H 2.64 -7.63 -0.91
H -2.02 0.65 -0.24
H 2.17 4.64 0.06
H 2.34 -4.92 -5.24
H 5.10 4.10 0.50
H -2.21 -4.79 -3.37
H 4.00 -0.26 5.23
H -0.71 13.22 -0.90
H -2.00 -4.81 -1.60
H 4.57 6.50 0.07
H -6.77 -8.17 -0.53
H 5.75 7.04 2.82
H 4.26 8.41 1.46
H -1.48 -10.87 -3.48
H -4.76 -12.88 -3.35
H -1.11 11.53 -0.55
H 3.25 11.04 2.72
H 4.54 0.48 1.84
H -3.04 -2.75 1.99
H -0.93 -3.82 -2.61
H 3.81 2.51 -1.14
H 2.92 6.95 -0.27
H 3.08 8.44 2.76
H 2.37 15.27 1.86
H 0.64 14.88 1.90
H 4.14 -1.17 3.17
H 4.56 7.04 4.13
H 2.32 -1.87 -1.40
H 0.63 -4.45 -5.12
H -4.76 -6.88 -2.61
H -5.01 -2.23 0.20
H 1.28 15.91 0.61
H 2.11 2.38 1.16
H 3.28 12.58 3.61
H -4.60 -5.10 -2.52
H 3.78 3.72 1.57
H 2.91 -8.50 -2.44
H 2.20 6.56 1.90
H -10.73 -4.80 -1.61
H -8.29 -7.67 -1.30
H 2.43 -0.98 2.91
H -9.66 -3.43 -1.21
H 0.22 -2.18 -0.87
H -1.50 -11.63 -5.08
H 3.53 -0.10 -0.84
H 4.72 1.78 0.14
H -9.83 -4.78 -0.07
H -6.42 -10.13 -1.97
H 6.80 8.15 8.23
H -3.15 -13.24 -2.67
H -4.59 -13.24 -1.62
H -8.28 -8.12 0.42
H 3.38 -6.79 -2.29
H 2.54 -2.64 0.13
H 3.35 4.77 -1.21
H -2.09 12.84 0.16
H 0.36 -0.57 -0.26
*
```

Values from the calculation:
strongest force on any atom = 0.0492 hartree/bohr
HOMO = -4.51 eV
calculated total energy = -151783.0990 eV

=====

Entry 4:
A structure of composition C31H24ClN4O3S6Ti. Source: OMol25; level of theory: ωB97M-V with the def2-TZVPD basis set.

The geometry in ORCA input format:
```
! wB97M-V def2-TZVPD RIJCOSX def2/J DEFGRID3
* xyz -2 2
Ti -0.77 0.88 -0.36
Cl -0.91 3.86 -1.13
S 4.16 -4.45 -1.87
S 3.35 -2.53 1.91
S -1.05 -0.59 -2.66
S 5.01 -4.73 0.90
S 1.36 0.36 -4.30
S 2.33 -2.21 -1.38
O 3.23 4.60 3.92
O 5.89 -6.27 -1.06
O -3.29 5.38 4.33
N 0.57 1.42 1.01
N 0.80 1.08 -1.89
N -1.92 1.81 1.04
N -7.45 -3.88 -0.42
C 2.40 1.53 -3.53
C -2.80 -2.60 -0.70
C -3.65 -1.40 1.20
C 4.17 3.10 -3.24
C 2.56 2.78 -1.47
C -1.79 2.33 -1.64
C 1.92 1.81 -2.25
C 0.14 2.35 1.98
C 2.41 2.57 2.82
C -4.09 4.36 3.75
C -2.56 -1.69 0.35
C -6.41 -3.41 -0.26
C 3.45 3.20 3.69
C -1.22 2.56 2.00
C -4.89 -1.95 1.01
C -5.11 -2.83 -0.06
C -3.29 3.49 2.83
C 3.68 3.41 -1.97
C 3.84 -3.44 0.60
C 2.77 1.47 1.96
C 1.86 0.96 1.11
C 1.11 2.97 2.83
C -1.94 3.43 2.87
C 3.42 -3.30 -0.74
C -4.05 -3.15 -0.90
C -1.26 -1.06 0.56
C -3.27 1.88 1.04
C 3.53 2.16 -4.04
C 0.37 0.30 -2.86
C 5.17 -5.34 -0.74
C -3.99 2.66 1.88
H -1.39 4.05 3.57
H -1.08 -0.85 1.61
H -4.93 4.79 3.19
H 5.06 3.60 -3.62
H -4.52 3.73 4.55
H -5.07 2.68 1.82
H -1.98 -2.86 -1.36
H 3.77 1.06 1.97
H -0.43 -1.66 0.15
H 3.46 2.74 4.68
H -3.79 5.79 5.04
H 2.79 4.93 3.13
H -4.21 -3.85 -1.72
H 2.12 0.15 0.43
H -3.77 1.28 0.29
H -2.85 2.54 -1.48
H 2.16 3.02 -0.49
H 4.19 4.15 -1.37
H -5.71 -1.70 1.68
H -3.48 -0.72 2.03
H 0.79 3.76 3.49
H -1.60 2.24 -2.71
H 3.90 1.93 -5.03
H 4.44 3.04 3.25
*
```

Values from the calculation:
strongest force on any atom = 0.0059 hartree/bohr
HOMO (alpha / beta) = -0.92 / -0.92 eV
calculated total energy = -145292.3077 eV
expectation value of S² = 0.768

=====

Question: What is the strongest force on any atom in the second record?
Answer: 0.0737 hartree/bohr